Density functional theory data (ωB97M-V/def2-TZVPD) for a structure of composition C8H24CrO8S at a distorted geometry.

Atoms and positions in Å:
1 Cr -0.60 0.31 0.51
2 S -3.17 0.69 1.24
3 O -3.83 1.95 1.13
4 O -4.04 -0.32 1.81
5 O -2.58 0.19 -0.03
6 O -1.88 0.85 1.89
7 C 3.14 -0.48 1.15
8 C 2.48 0.89 1.25
9 O 1.13 0.82 1.67
10 H 4.14 -0.32 0.74
11 H 2.57 -1.00 0.38
12 H 3.20 -1.06 2.07
13 H 2.48 1.29 0.23
14 H 3.01 1.51 1.97
15 H 1.21 1.20 2.55
16 C 0.43 -1.93 -2.87
17 C -0.34 -0.82 -2.22
18 O 0.43 -0.30 -1.18
19 H -0.19 -2.44 -3.61
20 H 0.84 -2.69 -2.21
21 H 1.28 -1.58 -3.46
22 H -1.35 -1.16 -1.99
23 H -0.45 0.00 -2.94
24 H 1.28 -0.10 -1.58
25 C 0.37 4.41 -0.52
26 C -0.62 3.62 0.22
27 O -0.64 2.26 -0.35
28 H 0.10 4.53 -1.57
29 H 1.28 3.81 -0.54
30 H 0.57 5.38 -0.05
31 H -1.58 4.12 0.15
32 H -0.52 3.61 1.31
33 H -1.09 2.18 -1.19
34 C -1.26 -3.85 0.23
35 C -0.13 -3.06 0.83
36 O -0.69 -1.76 1.21
37 H -1.80 -3.14 -0.40
38 H -1.96 -4.35 0.89
39 H -0.74 -4.63 -0.33
40 H 0.73 -3.09 0.17
41 H 0.25 -3.60 1.70
42 H -1.46 -1.94 1.76

Properties
HOMO-LUMO gap (spin up / spin down) = 6.154 / 7.475 eV
Relative energy (zero: lowest compared OMol25 entry of this formula, charge and spin) = 36.64 kcal/mol
Maximum force = 5.9 eV/A
Total energy = -2363.75673 a.u.
Net charge = 0
LUMO level (spin up / spin down) = -0.25 / -0.27 eV
Multiplicity = 5

Density functional theory data (ωB97M-V/def2-TZVPD) for a structure of composition C18H31AuN3O4STa at a distorted geometry.

Atoms and positions in Å:
1 N 2.21 -0.67 -0.92
2 C 3.26 -0.99 -0.36
3 O 4.27 -1.28 0.18
4 Au 0.18 1.03 -3.74
5 Ta 0.28 -0.27 -1.14
6 N -0.34 -1.96 -1.91
7 N -0.23 1.66 -1.78
8 C -0.02 -3.40 -1.76
9 C 0.67 2.82 -1.48
10 C 0.59 -3.88 -3.07
11 C -1.31 -4.16 -1.42
12 C 0.97 -3.62 -0.63
13 C 0.33 3.94 -2.46
14 C 0.46 3.26 -0.03
15 C 2.11 2.41 -1.71
16 H -0.12 -3.81 -3.90
17 H 0.89 -4.93 -2.96
18 H 1.47 -3.28 -3.32
19 H -1.78 -3.71 -0.55
20 H -1.04 -5.20 -1.19
21 H -2.01 -4.17 -2.26
22 H 1.88 -3.04 -0.76
23 H 1.24 -4.69 -0.65
24 H 0.53 -3.41 0.34
25 H 0.37 3.57 -3.49
26 H 1.08 4.74 -2.36
27 H -0.66 4.37 -2.27
28 H -0.55 3.64 0.13
29 H 1.17 4.07 0.18
30 H 0.66 2.44 0.67
31 H 2.43 1.59 -1.06
32 H 2.75 3.28 -1.50
33 H 2.26 2.12 -2.76
34 C -1.67 2.04 -1.79
35 H -2.30 1.25 -1.38
36 H -1.83 2.96 -1.21
37 H -1.97 2.21 -2.84
38 C -1.47 -1.68 -2.84
39 H -2.40 -1.45 -2.31
40 H -1.20 -0.86 -3.54
41 H -1.62 -2.57 -3.46
42 C 0.09 1.91 6.40
43 C -0.29 1.24 5.11
44 C -0.27 -0.16 5.05
45 C -0.58 -0.83 3.87
46 C -0.93 -0.08 2.73
47 C -1.00 1.32 2.79
48 C -0.66 1.97 3.98
49 S -1.06 -0.96 1.22
50 O 0.41 -1.09 0.81
51 O -1.77 -2.21 1.33
52 O -1.47 -0.03 0.08
53 H -0.63 1.67 7.19
54 H 1.07 1.56 6.75
55 H 0.13 2.99 6.29
56 H 0.00 -0.73 5.94
57 H -0.55 -1.91 3.82
58 H -1.34 1.88 1.92
59 H -0.68 3.06 4.03

Properties
HOMO-LUMO gap = 5.881 eV
Maximum force = 4.8 eV/A
Total energy = -1760.06400 a.u.
Net charge = +2
LUMO level = -8.90 eV

Density functional theory data (ωB97M-V/def2-TZVPD) for a structure of composition C26H51ClI2N5O13P at a distorted geometry.

Atoms and positions in Å:
1 C 2.14 2.44 3.04
2 O 2.89 1.73 2.05
3 C 2.43 0.48 1.63
4 N 3.32 0.14 0.52
5 C 2.65 -0.65 2.66
6 C 1.84 -0.62 3.93
7 O 2.13 0.05 4.88
8 Cl 0.39 -1.68 4.09
9 C 0.97 0.47 0.98
10 O -0.06 0.39 1.89
11 O 0.91 -0.58 0.05
12 C 0.21 -1.70 0.59
13 C -1.26 -1.68 0.14
14 C -2.24 -2.08 1.25
15 C -3.02 -0.88 1.81
16 C -3.30 -0.97 3.28
17 O -4.57 -1.61 3.46
18 C -4.72 -2.03 4.75
19 O -5.24 -1.36 5.59
20 C 0.86 -2.97 0.05
21 I 1.41 -3.15 -2.00
22 C 1.12 -3.98 0.85
23 C 0.78 -3.99 2.31
24 I 2.06 -5.77 0.22
25 P 0.78 2.02 -0.05
26 O 1.99 2.52 -0.71
27 O 0.15 3.14 0.90
28 O -0.32 1.69 -1.14
29 H 1.88 3.41 2.64
30 H 2.80 2.63 3.88
31 H 1.28 1.92 3.43
32 H 4.00 -0.55 0.82
33 H 3.86 0.97 0.29
34 H 2.57 -1.59 2.14
35 H 3.68 -0.57 2.96
36 H -0.34 1.24 2.27
37 H 0.29 -1.79 1.66
38 H -1.37 -2.38 -0.67
39 H -1.53 -0.71 -0.26
40 H -1.76 -2.62 2.05
41 H -2.98 -2.76 0.83
42 H -3.96 -0.78 1.30
43 H -2.47 0.02 1.59
44 H -2.54 -1.59 3.77
45 H -3.26 0.01 3.75
46 H -4.36 -3.05 4.96
47 H 1.18 -4.84 2.83
48 H 1.16 -3.11 2.79
49 H -0.29 -3.94 2.43
50 H 0.31 4.01 0.52
51 H -0.27 2.44 -1.75
52 C -1.94 3.64 4.75
53 C -1.11 2.41 5.03
54 O -0.80 1.61 4.16
55 N -0.72 2.19 6.30
56 C -0.98 3.00 7.48
57 H -2.18 3.68 3.70
58 H -2.87 3.61 5.32
59 H -1.37 4.54 5.01
60 H -0.17 1.35 6.42
61 H -0.03 3.33 7.91
62 H -1.52 2.41 8.22
63 H -1.57 3.87 7.23
64 C 0.20 -0.25 -7.65
65 C 0.78 -1.39 -6.83
66 O 1.12 -2.45 -7.35
67 N 0.90 -1.20 -5.50
68 C 0.55 -0.04 -4.72
69 H 0.17 -0.55 -8.69
70 H -0.81 -0.02 -7.31
71 H 0.83 0.63 -7.56
72 H 1.28 -1.99 -5.01
73 H 1.44 0.34 -4.21
74 H -0.19 -0.31 -3.97
75 H 0.14 0.75 -5.36
76 C -2.50 5.70 0.98
77 C -3.77 5.40 1.74
78 O -3.75 4.99 2.89
79 N -4.95 5.61 1.10
80 C -5.16 6.10 -0.26
81 H -1.65 5.48 1.62
82 H -2.44 5.07 0.08
83 H -2.46 6.75 0.69
84 H -5.75 5.40 1.66
85 H -5.74 7.02 -0.23
86 H -5.71 5.35 -0.83
87 H -4.21 6.29 -0.76
88 C 5.36 -6.58 -7.72
89 C 5.53 -5.39 -8.64
90 O 6.53 -5.25 -9.32
91 N 4.53 -4.49 -8.67
92 C 3.27 -4.50 -7.93
93 H 6.24 -7.21 -7.80
94 H 5.26 -6.26 -6.68
95 H 4.49 -7.16 -8.01
96 H 4.70 -3.72 -9.30
97 H 2.44 -4.50 -8.63
98 H 3.20 -3.60 -7.32
99 H 3.20 -5.37 -7.29

Properties
HOMO-LUMO gap = 8.787 eV
Relative energy (zero: lowest compared OMol25 entry of this formula, charge and spin) = 12.12 kcal/mol
Maximum force = 2.1 eV/A
Total energy = -3670.19601 a.u.
Net charge = 0
LUMO level = -0.08 eV